Version 1
2 unconnected molecules or ions with the total composition C2H6O2, computed with the ωB97M-V functional and the def2-TZVPD basis.

Structure (XYZ):
```
10
C2H6O2, DFT the ωB97M-V functional and the def2-TZVPD basis
O -1.81059 -0.23256 1.17512
C -0.78632 -0.73188 1.52504
O -0.41538 -1.06112 2.77936
H 0.01578 -1.09590 0.86285
H -0.99143 -0.61173 3.43749
C 0.78461 0.75956 -2.01771
H 0.97683 0.31280 -2.97973
H 0.02634 1.52980 -1.90724
H 1.68472 1.17144 -1.55591
H 0.51543 -0.04040 -1.31927
```

Values from the calculation:
HOMO level = -11.103 eV
Kohn-Sham gap = 0.4362 Ha
Total charge = 0
Structure (SMILES) = O=CO.C

***

Version 2
2 unconnected molecules or ions with the total composition C2H6O2, computed with the ωB97M-V functional and the def2-TZVPD basis.

Structure (XYZ):
```
10
C2H6O2, DFT the ωB97M-V functional and the def2-TZVPD basis
C -0.24379 0.01430 -1.53177
C 0.96550 0.37407 -1.02387
O 1.36280 0.15472 0.24064
H -0.85296 0.78339 -1.98770
H -0.65844 -0.99180 -1.47073
H 1.59124 0.92125 -1.72627
H 1.08058 -0.72220 0.53962
O -1.54553 -0.35125 1.83882
H -2.29867 -0.68314 2.32138
H -1.76689 -0.20902 0.92745
```

Values from the calculation:
HOMO level = -8.369 eV
Kohn-Sham gap = 0.3356 Ha
Total charge = 0
Structure (SMILES) = C=CO.O

***

It is version 1 that is most stable; the runner-up trails by 221.0 kJ/mol.

***

Version 1
2 unconnected molecules or ions with the total composition C6H12O3, computed with the ωB97M-V functional and the def2-TZVPD basis.

Structure (XYZ):
```
21
C6H12O3, DFT the ωB97M-V functional and the def2-TZVPD basis
C 1.78014 -1.42199 0.58805
C -0.71464 1.18886 1.48244
C 0.34272 0.97258 0.44116
C 1.30187 1.87960 0.15827
O 1.26159 -0.47807 1.33920
H 2.86633 -1.56749 0.68654
H 1.20398 -2.35714 0.52119
H 1.68905 -1.07775 -0.57351
H -0.28830 1.65790 2.36889
H -1.49632 1.83577 1.07308
H -1.16191 0.24245 1.77076
H 2.04522 1.69782 -0.60752
H 1.34697 2.82728 0.68031
C -2.13697 -1.19708 -1.25828
C -0.19767 0.14136 -0.91164
O -0.97878 -0.91721 -0.46602
O -0.51106 0.77562 -1.92499
H 0.93714 -0.37706 -1.01880
H -2.76899 -0.31139 -1.34931
H -2.66559 -1.99236 -0.73790
H -1.85476 -1.52169 -2.26193
```

Values from the calculation:
HOMO level (alpha / beta) = -9.016 / -8.814 eV
Kohn-Sham gap (alpha / beta) = 0.2750 / 0.2711 Ha
Total charge = 0

***

Version 2
C6H12O3 in the gas phase, computed with the ωB97M-V functional and the def2-TZVPD basis.

Structure (XYZ):
```
21
C6H12O3, DFT the ωB97M-V functional and the def2-TZVPD basis
C 0.01591 4.06254 -0.14164
O -0.71925 2.80639 -0.35649
C -0.54512 1.85569 0.75234
O -0.00891 2.11141 1.94822
O -1.07507 0.47238 0.53168
C 0.02723 -0.47021 0.78142
C -0.19460 -1.97772 0.17748
C 1.33079 -2.57148 -0.14925
C -1.11378 -2.05928 -1.17711
H 1.16127 3.99984 -0.37415
H -0.11996 4.52445 0.92482
H -0.43307 4.84827 -0.91336
H 0.25785 -0.60508 1.94496
H 1.03028 -0.01299 0.33055
H -0.64772 -2.72712 0.97579
H 2.05355 -1.95502 0.55286
H 1.40068 -3.71464 0.09319
H 1.59260 -2.29646 -1.25656
H -1.41602 -3.18426 -1.43790
H -2.12170 -1.44718 -1.12662
H -0.47498 -1.65953 -2.08024
```

Values from the calculation:
HOMO level = -10.592 eV
Kohn-Sham gap = 0.4188 Ha
Total charge = 0
Structure (SMILES) = COC(=O)OCC(C)C

***

Version 3
2 unconnected molecules or ions with the total composition C6H12O3, computed with the ωB97M-V functional and the def2-TZVPD basis.

Structure (XYZ):
```
21
C6H12O3, DFT the ωB97M-V functional and the def2-TZVPD basis
C 0.99298 0.06272 -0.59226
C -0.08102 0.25736 1.26120
C -0.76761 1.59379 1.12373
C -1.18348 -1.84545 -0.60876
C 0.03514 0.00642 -1.65110
C -0.96091 -0.92182 -1.70923
O 1.80705 1.19114 -0.59954
O 1.68860 -1.07081 -0.26340
O 1.11846 0.27954 2.01595
H 1.89778 -0.99602 0.68640
H 2.65565 0.95574 -0.99572
H 1.62169 1.05468 1.72951
H -0.69454 -0.44273 1.82793
H 0.01662 0.86606 -2.30841
H -1.78718 -0.72889 -2.38371
H -1.61778 1.49561 0.44673
H -0.08899 2.32952 0.69130
H -1.10474 1.98009 2.09212
H -0.30757 -2.43073 -0.32199
H -2.02891 -2.51263 -0.76228
H -1.21124 -1.12359 0.32156
```

Values from the calculation:
HOMO level = -7.865 eV
Kohn-Sham gap = 0.3152 Ha
Total charge = 0

***

It is version 3 that is most stable; the runner-up trails by 77.2 kJ/mol.

***

Version 1
A molecular structure, C7H8NOS, computed with the ωB97M-V functional and the def2-TZVPD basis.

Structure (XYZ):
```
18
C7H8NOS, DFT the ωB97M-V functional and the def2-TZVPD basis
C 1.59952 -1.34566 0.56591
C 2.84180 -1.04951 0.16930
C 0.77315 -0.17247 0.47423
C 1.45851 0.83768 -0.16562
C -2.06654 0.53770 0.05989
C 0.31726 1.75093 -0.06618
C -0.63080 0.55487 0.55963
N -2.33677 -0.93834 -0.82697
O -2.88869 1.33227 -0.00736
S 3.11789 0.53493 -0.37904
H 1.36766 -2.30114 0.99573
H 3.77327 -1.62012 0.35879
H 0.37219 2.53131 0.60674
H 0.19087 2.03554 -1.01690
H -0.73703 0.89834 1.60477
H -1.53774 -1.42931 -0.64109
H -2.46606 -0.74618 -1.89380
H -3.14848 -1.41082 -0.39802
```

Values from the calculation:
HOMO level = -12.449 eV
Kohn-Sham gap = 0.3059 Ha
Total charge = +1

***

Version 2
A gas-phase ion, C7H8NOS (charge +1), computed with the ωB97M-V functional and the def2-TZVPD basis.

Structure (XYZ):
```
18
C7H8NOS, DFT the ωB97M-V functional and the def2-TZVPD basis
C -1.07586 1.93404 -0.26178
C -2.00781 0.89538 -0.05245
C 0.27101 1.59911 -0.31118
C -1.70099 -0.49319 0.00050
C -0.40958 -0.96696 -0.14989
C 2.03542 -0.19338 -0.27854
C 1.90529 -1.46893 0.58212
N 0.71580 0.37178 -0.39042
O -2.66221 -1.35573 0.00618
S 0.42480 -2.36623 -0.03698
H -1.21490 3.02299 -0.24531
H -3.08926 1.08547 0.16250
H 1.02104 2.36641 -0.30742
H 2.81789 0.48917 0.03308
H 2.26179 -0.62604 -1.21754
H 2.77245 -2.09268 0.53139
H 1.34277 -1.17233 1.52907
H -3.40766 -1.02887 0.40671
```

Values from the calculation:
HOMO level (alpha / beta) = -12.515 / -12.515 eV
Kohn-Sham gap (alpha / beta) = 0.2756 / 0.2756 Ha
Total charge = +1

***

It is version 2 that is most stable; the runner-up trails by 125.8 kJ/mol.

***

Version 1
7 unconnected molecules or ions with the total composition C14H28Cl14, computed with the ωB97M-V functional and the def2-TZVPD basis.

Structure (XYZ):
```
56
C14H28Cl14, DFT the ωB97M-V functional and the def2-TZVPD basis
Cl -1.97425 1.27587 -5.52651
C -2.28472 0.39258 -4.04561
C -3.20613 -0.78194 -4.25553
Cl -3.67634 -1.49754 -2.75636
H -2.68857 1.08333 -3.31117
H -1.27808 0.08617 -3.71782
H -2.67585 -1.47841 -4.92087
H -4.08788 -0.46076 -4.80866
Cl 3.19664 -6.25679 -0.92407
C 1.94705 -5.38022 0.07005
C 2.73045 -4.33330 0.75413
Cl 1.78631 -3.46610 1.98110
H 1.44558 -6.14166 0.67955
H 1.23575 -4.86717 -0.59451
H 3.07158 -3.51918 0.12407
H 3.64773 -4.85732 1.09147
Cl 2.76071 1.89859 5.93860
C 1.88758 2.91628 4.79513
C 0.63256 3.54734 5.31343
Cl -0.84381 2.44828 5.38950
H 1.58539 2.17275 4.03252
H 2.62055 3.53634 4.30731
H 0.23858 4.39068 4.73541
H 0.79048 3.89728 6.32626
Cl -1.79201 3.02649 -0.57378
C -2.57417 3.78962 0.82096
C -3.12960 2.73611 1.79636
Cl -4.40143 1.71197 1.07683
H -3.43506 4.34883 0.46419
H -1.80527 4.31406 1.33022
H -3.57390 3.31540 2.61388
H -2.45141 2.04040 2.20979
Cl 1.16259 5.54924 1.72223
C 1.25874 3.83227 1.14278
C 2.46727 3.73322 0.30211
Cl 2.33797 4.66352 -1.18340
H 0.32575 3.57836 0.65357
H 1.24271 3.21009 2.07931
H 2.73075 2.74122 0.00714
H 3.34540 4.11137 0.83251
Cl 0.18872 -0.41136 -1.06148
C -0.86141 -1.47547 -0.17605
C -1.84847 -0.72734 0.64932
Cl -1.24830 -0.11562 2.25203
H -0.21829 -2.04043 0.47711
H -1.36126 -2.19505 -0.85266
H -2.69058 -1.32636 0.89090
H -2.15544 0.19638 0.09668
Cl 2.52045 -4.03510 -5.36215
C 1.99380 -4.65754 -3.80355
C 1.10004 -3.69977 -3.05402
Cl -0.44423 -3.36397 -3.88594
H 2.79664 -5.08332 -3.20306
H 1.37967 -5.52191 -4.06399
H 1.57080 -2.76510 -2.76662
H 0.70819 -4.08535 -2.10862
```

Values from the calculation:
HOMO level = -10.722 eV
Kohn-Sham gap = 0.4064 Ha
Total charge = 0
Structure (SMILES) = ClCCCl.ClCCCl.ClCCCl.ClCCCl.ClCCCl.ClCCCl.ClCCCl

***

Version 2
7 unconnected molecules or ions with the total composition C14H28Cl14, computed with the ωB97M-V functional and the def2-TZVPD basis.

Structure (XYZ):
```
56
C14H28Cl14, DFT the ωB97M-V functional and the def2-TZVPD basis
Cl -3.20537 -0.36130 3.00443
C -2.79649 1.35583 3.24238
C -3.60024 1.97393 4.37425
Cl -5.34394 1.99141 4.09209
H -3.00103 1.91710 2.33751
H -1.75405 1.43268 3.53728
H -3.28920 3.01004 4.52198
H -3.39481 1.47544 5.32104
Cl -3.94156 0.21189 -5.63341
C -2.44272 -0.69632 -5.61979
C -2.01005 -0.98146 -4.23474
Cl -1.69875 0.51579 -3.32732
H -1.70576 -0.09784 -6.14144
H -2.60531 -1.61850 -6.16783
H -1.09514 -1.57225 -4.26894
H -2.75197 -1.56056 -3.69465
Cl 3.27701 -3.26730 5.81829
C 2.86397 -1.59242 5.28420
C 2.06535 -1.60345 4.02486
Cl 0.32982 -2.00916 4.20886
H 3.82276 -1.13483 5.06058
H 2.31963 -1.12137 6.09254
H 2.45458 -2.25229 3.23842
H 2.09051 -0.64788 3.48305
Cl -3.48558 3.44655 -0.63216
C -4.16745 1.81885 -0.90607
C -4.94101 1.71926 -2.16948
Cl -6.54103 2.49501 -2.02432
H -4.73127 1.43463 -0.06016
H -3.27370 1.19547 -0.98228
H -5.11076 0.66753 -2.41724
H -4.48410 2.14049 -3.05806
Cl 2.27815 0.48111 1.16183
C 0.53909 0.13146 0.98513
C -0.01031 0.78729 -0.21852
Cl -0.09990 2.55380 -0.05185
H 0.05887 0.38409 1.92755
H 0.37765 -0.95122 0.95208
H -1.02267 0.44715 -0.42603
H 0.57618 0.56512 -1.10324
Cl 5.26424 -3.10470 2.54271
C 5.21514 -3.27942 0.77010
C 4.10812 -2.45595 0.18456
Cl 2.51227 -3.11688 0.56647
H 5.05225 -4.31534 0.45924
H 6.21302 -3.03037 0.41998
H 4.19252 -2.37061 -0.89360
H 4.16700 -1.43905 0.56490
Cl 2.76262 -0.80683 -2.58494
C 3.23201 0.93479 -2.49548
C 2.46533 1.69425 -3.53292
Cl 2.70890 3.44632 -3.31343
H 4.29652 0.98302 -2.69109
H 3.02013 1.25527 -1.48168
H 1.39997 1.48703 -3.52447
H 2.84055 1.43473 -4.52112
```

Values from the calculation:
HOMO level = -10.453 eV
Kohn-Sham gap = 0.3901 Ha
Total charge = 0
Structure (SMILES) = ClCCCl.ClCCCl.ClCCCl.ClCCCl.ClCCCl.ClCCCl.ClCCCl

***

It is version 2 that is most stable; the runner-up trails by 93.5 kJ/mol.